The following is a quantum chemistry calculation of a molecular structure, C9H31AuGeN2S4SbSi3 in a non-equilibrium geometry, from OMol25.

Cartesian coordinates (Å):
H -14.55715 -0.97496 9.39929
C -13.82561 -0.67799 10.15498
S -14.50843 2.89446 12.00177
H -10.27585 1.08527 10.84748
H -11.97506 1.57081 11.45007
H -11.85142 1.17918 4.12159
C -14.67960 2.44501 5.21121
Sb -16.59694 3.02504 11.04559
H -14.96524 5.31771 10.47520
H -10.15693 4.83292 5.89188
Au -13.76713 3.34131 8.91887
H -15.60606 -0.55181 5.07677
H -15.66359 0.03190 6.71989
H -14.60219 -1.39861 6.34277
H -8.85550 4.23211 8.82634
H -11.47210 -1.56457 7.68775
H -11.20950 -2.27520 9.30179
H -10.07144 -1.08911 8.67693
H -14.09896 3.32569 5.08462
C -14.98765 -0.41021 6.00671
H -11.49885 3.72833 5.28825
H -9.34236 1.04816 5.87655
N -14.30600 5.47729 9.66366
H -14.99185 5.72941 7.87680
H -15.91494 6.23769 9.02321
C -9.74842 3.55700 8.94761
Ge -12.38602 1.64379 7.74294
H -8.52252 1.34577 7.33273
N -15.00455 6.34967 8.66428
C -11.31739 0.74305 11.03332
C -11.12116 -1.35561 8.74906
S -18.12599 1.44286 11.73408
H -10.57671 4.12533 9.45795
H -15.42969 2.61911 5.96920
H -13.50419 6.05528 10.01851
H -9.40758 2.71706 9.58407
C -10.97421 4.16569 6.14636
H -14.31873 0.03702 10.82034
S -17.23956 5.25248 10.97431
Si -12.17683 0.05756 9.50777
H -13.26270 0.11831 3.48368
S -16.03050 2.47832 8.65889
H -13.60605 -1.52202 10.82695
C -9.00013 1.81842 6.54315
H -11.70619 4.82367 6.51633
Si -10.40827 2.84181 7.26991
H -8.25823 2.46894 6.04870
H -15.12476 2.18611 4.25235
H -12.08345 -0.51372 4.72356
Si -13.69079 0.98095 5.85270
C -12.57680 0.38429 4.38134
H -11.36345 -0.09709 11.74620

Forces on the atoms, in the same order (eV/Å):
H 0.2 0.0 0.0
C 0.4 0.2 0.2
S 0.4 0.0 0.0
H -0.7 -0.2 0.3
H 0.9 -0.8 -0.5
H -0.2 -0.6 -0.1
C 0.0 -1.0 0.2
Sb -0.3 -0.4 -0.4
H 0.6 0.3 -0.8
H 0.3 0.0 -0.7
Au 0.4 0.1 -0.1
H 0.8 0.2 0.6
H -0.5 -0.3 0.7
H -0.3 0.7 -0.1
H -0.8 -0.5 0.0
H 0.3 0.2 1.2
H 0.0 -0.5 0.3
H 0.3 0.1 0.0
H 0.6 0.9 0.0
C 0.2 -0.1 -0.5
H 0.6 0.0 -0.3
H -0.2 -0.2 -0.5
N 0.9 1.2 0.6
H -0.2 -0.1 -0.8
H -2.0 0.3 0.3
C 0.0 0.4 -0.3
Ge -0.9 0.0 0.8
H 1.0 -1.0 1.7
N 1.9 -0.9 0.9
C -0.5 0.6 0.2
C -0.7 0.2 -1.2
S 0.2 0.4 -0.2
H 0.9 -0.6 -0.4
H -0.5 0.3 0.1
H -1.1 -0.9 -0.3
H -0.4 0.4 -0.2
C 0.4 0.2 -1.1
H 0.0 0.3 -0.3
S -0.2 -0.1 0.0
Si -0.5 -0.5 -0.3
H 1.2 0.5 1.3
S -0.2 0.0 0.3
H 0.1 -0.1 -0.3
C -0.5 1.6 -1.3
H -1.1 0.6 1.2
Si -0.1 -0.5 1.6
H -0.2 -0.3 0.0
H -0.2 -0.1 -0.1
H 0.4 -0.3 -0.1
Si 0.2 -0.6 -1.3
C -1.3 0.5 -0.6
H 0.3 0.3 0.0

Properties
- Multiplicity: 2
- Electronic energy: -146540.614 eV
- <S²>: 0.759
- Total charge: -2
- LUMO level (alpha / beta): 4.37 / 3.86 eV